Molecular formula: C60H59BFGeN11O3V
Method: DFT, ωB97M-V with the def2-TZVPD basis set

Computed properties:
- Spin multiplicity: 4
- Expectation value of S²: 3.789
- Net charge: +2
- Energy: -6295.02925 Eh

Element x y z (Å)
V1 -0.07405 0.84871 2.35819
C1 -3.26717 1.21004 0.73879
C2 -3.12655 1.26689 2.21794
C3 -4.13764 1.49248 3.14833
C4 -3.51929 1.42625 4.37936
N1 -2.21858 1.17998 4.18557
N2 -1.95828 1.09056 2.86032
B1 -1.13152 1.02831 5.27814
N3 -0.43886 -0.33792 5.15089
C5 -0.06403 -1.20189 6.10754
C6 0.83492 -2.08780 5.55352
C7 0.98032 -1.68298 4.22194
C8 1.86709 -2.28840 3.18903
N4 0.20328 -0.62241 3.99584
N5 -0.02938 2.06329 4.95350
C9 0.78981 2.75419 5.75248
C10 1.62998 3.51626 4.96482
C11 1.28084 3.21122 3.64801
C12 1.85898 3.77986 2.40026
N6 0.28082 2.31656 3.66197
N7 -1.78357 1.17880 6.62139
C13 -1.94299 2.23033 7.46645
C14 -2.79887 1.84263 8.46276
C15 -3.14800 0.51038 8.14670
C16 -4.08156 -0.40086 8.86626
N8 -2.53626 0.13092 7.04040
H1 -4.23193 0.77413 0.48439
H2 -2.46089 0.61056 0.31250
H3 -3.22168 2.21587 0.31818
H4 -5.17871 1.65978 2.94626
H5 -3.93951 1.52079 5.36396
H6 -0.46776 -1.14207 7.10056
H7 1.32985 -2.90557 6.04389
H8 1.92753 -3.36616 3.33028
H9 2.87685 -1.88486 3.28572
H10 1.49776 -2.07487 2.18580
H11 0.74257 2.66272 6.82284
H12 2.39829 4.19274 5.28955
H13 2.24298 4.77787 2.60113
H14 1.09461 3.82485 1.62482
H15 2.68707 3.15395 2.05681
H16 -1.45782 3.17594 7.29935
H17 -3.12660 2.41718 9.30948
H18 -4.16969 -0.11735 9.91204
H19 -3.72798 -1.42721 8.79527
H20 -5.07395 -0.35092 8.41617
F1 -0.52527 -1.55851 -5.00794
C17 0.56490 -1.60935 -4.20065
C18 0.42918 -1.27898 -2.88556
C19 1.55367 -1.18261 -2.06273
C20 1.37099 -0.78946 -0.66337
O1 0.24005 -0.71562 -0.17359
C21 2.60744 -0.47957 0.01591
C22 3.80569 -0.70792 -0.59329
N9 3.94706 -1.20184 -1.84102
C23 5.27888 -1.36865 -2.38242
C24 6.27242 -0.26546 -2.18229
C25 5.69176 -0.50649 -3.53881
C26 2.82231 -1.42604 -2.61110
C27 2.91961 -1.88406 -3.93088
C28 1.80720 -1.97358 -4.75305
N10 1.91446 -2.36092 -6.08642
C29 0.91832 -3.16175 -6.75954
C30 0.52013 -2.47233 -8.05880
N11 1.75250 -2.35184 -8.90138
C31 2.82868 -1.58894 -8.19429
C32 3.13375 -2.24362 -6.84335
C33 2.64165 0.29142 1.30654
O2 3.68925 0.75843 1.71622
O3 1.50709 0.42915 1.91645
H21 -0.53887 -1.04043 -2.46901
H22 4.71698 -0.48763 -0.05431
H23 5.63560 -2.39159 -2.34301
H24 7.30017 -0.53705 -1.99702
H25 5.95392 0.62014 -1.65187
H26 6.31689 -0.93679 -4.30839
H27 4.95972 0.20483 -3.88896
H28 3.88534 -2.18783 -4.30035
H29 0.04147 -3.30594 -6.13840
H30 1.32521 -4.15857 -6.98951
H31 0.13874 -1.47371 -7.84838
H32 -0.23822 -3.03766 -8.59902
H33 1.53423 -1.90592 -9.79540
H34 2.09695 -3.29774 -9.09655
H35 2.47494 -0.56947 -8.04387
H36 3.72213 -1.56869 -8.81828
H37 3.84059 -1.60418 -6.31928
H38 3.60536 -3.22374 -7.00556
C34 -0.29130 1.97723 0.78238
C35 -0.18195 2.42752 -0.36863
C36 -0.05545 2.94739 -1.62734
C37 1.25143 3.26714 -2.16538
C38 1.44638 3.37069 -3.55143
C39 2.66146 3.78380 -4.05758
C40 3.70923 4.09487 -3.19830
C41 3.54759 3.92900 -1.82829
C42 2.34181 3.49712 -1.31577
C43 -1.25263 3.26149 -2.40231
C44 -2.34694 2.39377 -2.44662
C45 -3.50120 2.75708 -3.11424
C46 -3.57744 3.98586 -3.75649
C47 -2.49234 4.85119 -3.73245
C48 -1.33471 4.49271 -3.06843
H39 0.63707 3.12101 -4.22322
H40 2.79104 3.88982 -5.12682
H41 4.64333 4.46360 -3.59935
H42 4.36366 4.15727 -1.15752
H43 2.20796 3.38127 -0.24897
H44 -2.26774 1.42715 -1.96943
H45 -4.34346 2.07953 -3.14455
H46 -4.48762 4.27570 -4.26140
H47 -2.54972 5.80792 -4.23244
H48 -0.50717 5.18670 -3.00986
Ge1 -1.48429 -1.92905 1.75231
C49 -3.38103 -1.78835 2.34450
C50 -3.60244 -1.78838 3.71841
C51 -4.89149 -1.88134 4.21861
C52 -5.96793 -1.96608 3.34867
C53 -5.75430 -1.95240 1.97773
C54 -4.46545 -1.85073 1.47596
C55 -1.24627 -3.04772 0.11851
C56 -0.33398 -4.09641 0.17557
C57 -0.19684 -4.97787 -0.88688
C58 -0.97246 -4.81508 -2.02538
C59 -1.86604 -3.75733 -2.10415
C60 -1.99177 -2.87347 -1.04330
H49 -0.92969 -2.91412 2.82665
H50 -2.76858 -1.73205 4.40949
H51 -5.04752 -1.89336 5.28887
H52 -6.97360 -2.05249 3.73662
H53 -6.59162 -2.03109 1.29678
H54 -4.31334 -1.85315 0.40424
H55 0.25749 -4.24636 1.07155
H56 0.50217 -5.80104 -0.82122
H57 -0.89178 -5.52085 -2.84146
H58 -2.47812 -3.62759 -2.98831
H59 -2.69574 -2.05275 -1.11615

Forces on atoms 1 to 2 (eV/Å):
-2.804 -0.443 1.675
0.065 0.020 0.097